Molecular formula: C47H43CdN12OSSeSi4
Method: DFT, the ωB97M-V functional and the def2-TZVPD basis

As for the net charge: -1. The largest force on an atom comes out at 2.7 eV Å⁻¹. The calculated total energy comes out at -6674.5810 hartree. For the HOMO energy, the calculation gives -3.489 eV. For the energy above the lowest of the compared OMol25 structures with the same formula, charge and spin, the calculation gives 1.063 eV. As for the gap between HOMO and LUMO: 4.2538 eV.

Geometry as XYZ:
```
110
Properties=species:S:1:pos:R:3:mulliken_charge:R:1
Cd -0.6386 -0.1205 0.6825 4.706
Se -0.5021 6.4095 6.0291 0.226
N -1.7711 5.5662 5.1126 -0.904
C -1.1996 4.6175 4.3830 0.909
C -1.9160 3.7126 3.5388 0.501
C -3.3117 3.7188 3.4614 -0.639
C -3.9378 2.8169 2.6323 -1.176
C -3.1446 1.9419 1.8852 -0.329
N -1.8316 1.9108 1.9469 0.297
C -1.2005 2.7603 2.7695 -0.623
C 0.2384 2.6836 2.8669 -0.807
N 0.8764 1.7773 2.1127 0.488
C 2.1839 1.6888 2.1981 -0.955
C 2.9622 2.4815 3.0478 -0.970
C 2.3346 3.4302 3.8189 -0.611
C 0.9441 3.5538 3.7360 0.591
C 0.2204 4.5276 4.4954 0.944
N 0.7793 5.3944 5.3274 -0.892
H -3.8568 4.4294 4.0635 0.512
H -5.0146 2.7652 2.5687 0.465
H -3.6025 1.2214 1.2190 0.556
H 2.6491 0.9587 1.5511 0.519
H 4.0325 2.3486 3.0721 0.543
H 2.8743 4.0905 4.4819 0.511
S -5.0390 -3.7285 -5.1760 0.104
N -5.1208 -2.2039 -4.5916 -0.759
C -4.1096 -2.0247 -3.7482 0.818
C -3.8143 -0.8295 -3.0248 0.572
C -4.5688 0.3401 -3.1527 -0.748
C -4.1855 1.4557 -2.4441 -1.121
C -3.0585 1.3693 -1.6200 -0.720
N -2.3403 0.2797 -1.4766 0.691
C -2.6866 -0.8206 -2.1627 -0.985
C -1.8581 -1.9949 -2.0280 -1.102
N -0.7841 -1.9174 -1.2300 0.644
C -0.0113 -2.9696 -1.0920 -0.547
C -0.2211 -4.1786 -1.7602 -0.759
C -1.2948 -4.2740 -2.6156 -0.733
C -2.1512 -3.1779 -2.7547 0.871
C -3.2870 -3.1831 -3.6204 0.841
N -3.7012 -4.1983 -4.3691 -0.730
H -5.4235 0.3328 -3.8134 0.505
H -4.7264 2.3855 -2.5245 0.462
H -2.7155 2.2314 -1.0639 0.705
H 0.8237 -2.8407 -0.4192 -0.014
H 0.4628 -4.9980 -1.6085 0.524
H -1.4995 -5.1657 -3.1870 0.501
O 0.1903 2.0711 -1.1038 -0.349
C 0.6625 1.0118 -0.8234 -1.131
N 1.3450 -1.1793 1.2982 -0.567
C 1.5237 -1.8121 2.2634 0.416
C 1.8011 -2.5952 3.3438 -0.292
C 1.6940 -3.9791 3.2326 -0.207
N 1.6262 -5.1268 3.1376 -0.635
C 2.2260 -2.0545 4.5531 -0.023
N 2.6033 -1.6328 5.5580 -0.631
N -7.8114 -4.8659 5.9369 -0.548
C -6.9654 -4.3935 5.3194 0.074
C -5.9410 -3.7993 4.5610 0.537
C -4.6234 -4.2541 4.6686 -0.698
C -3.6233 -3.6483 3.9408 -0.532
C -3.9158 -2.5739 3.0902 0.556
C -5.2447 -2.1424 2.9726 -0.348
C -6.2474 -2.7436 3.6966 -0.719
C -2.9067 -1.9018 2.3587 0.479
C -2.0904 -1.2615 1.7274 -1.930
H -4.4073 -5.0830 5.3282 0.440
H -2.6037 -3.9968 4.0206 0.601
H -5.4698 -1.3260 2.3008 0.490
H -7.2731 -2.4126 3.6088 0.416
C 4.7247 -0.5784 1.0041 -1.088
Si 3.9517 -0.9789 -0.7053 1.248
C 5.4552 -0.9174 -1.9090 -1.337
C 3.5381 -2.8498 -0.6558 -0.989
Si 2.4291 0.6030 -1.6798 -0.340
Si 1.6976 -0.0327 -3.8622 0.770
C 0.1126 0.8918 -4.4108 -0.694
C 1.3263 -1.8871 -4.1768 -0.760
C 3.1139 0.4096 -5.0832 -1.196
Si 3.3025 2.8423 -1.8292 0.756
C 2.0744 4.0203 -2.7042 -1.028
C 4.9419 2.9827 -2.8170 -1.254
C 3.6859 3.5977 -0.1127 -1.061
H 5.5849 -1.2189 1.1874 0.479
H 4.0233 -0.7550 1.8122 0.206
H 5.0643 0.4514 1.0706 0.272
H 6.2511 -1.5787 -1.5779 0.423
H 5.8848 0.0747 -1.9942 0.253
H 5.1761 -1.2321 -2.9090 0.260
H 4.4496 -3.4397 -0.6013 0.443
H 2.9920 -3.1665 -1.5380 0.160
H 2.9456 -3.1049 0.2156 0.164
H -0.7011 0.6414 -3.7368 -0.148
H -0.2004 0.6225 -5.4166 0.423
H 0.2221 1.9711 -4.3832 0.298
H 0.3367 -2.1399 -3.8138 -0.068
H 2.0399 -2.5372 -3.6792 0.259
H 1.3637 -2.1210 -5.2378 0.535
H 3.2543 1.4818 -5.1500 0.251
H 2.9263 0.0427 -6.0878 0.420
H 4.0549 -0.0202 -4.7556 0.281
H 1.6923 3.5615 -3.6114 0.185
H 2.5166 4.9747 -2.9752 0.441
H 1.2300 4.2213 -2.0538 0.223
H 4.8001 2.7460 -3.8648 0.270
H 5.6933 2.3041 -2.4298 0.318
H 5.3565 3.9853 -2.7663 0.389
H 2.7904 3.6375 0.4997 0.152
H 4.0707 4.6113 -0.1902 0.553
H 4.4242 3.0038 0.4186 0.251
```